Entry from the OMol25 dataset: a molecular structure, C31H26AuGeN2O7S2 in a non-equilibrium geometry (ωB97M-V/def2-TZVPD).

Geometry as XYZ:
```
70
Properties=species:S:1:pos:R:3:forces:R:3
Au -0.158 0.553 -0.006 -0.621 0.095 -0.803
O -2.613 -2.274 2.123 -0.072 0.087 -0.132
S -1.351 -1.565 2.116 -0.584 -0.943 0.272
O -0.656 -1.564 3.375 0.280 0.258 0.053
O -1.499 -0.222 1.503 0.170 0.317 -0.013
C -0.295 -2.532 0.946 -0.564 0.438 0.756
C -1.049 -3.437 -0.013 -0.616 -0.202 0.158
C -0.347 -4.704 -0.526 -0.194 -0.280 0.125
C 1.681 -4.246 -1.196 0.243 0.066 -0.343
C 2.377 -3.314 -0.196 0.518 0.010 -0.202
C 1.637 -2.076 0.303 1.153 0.916 0.318
S 2.649 -0.585 0.609 0.242 -0.526 0.117
O 3.000 -0.056 -0.707 -0.083 0.049 -0.009
O 3.801 -1.050 1.337 -0.003 -0.265 0.200
O 1.780 0.325 1.355 0.114 -0.031 0.318
H -2.114 -3.495 0.186 -0.002 -0.014 -0.116
H -1.001 -5.555 -0.702 -0.011 -0.004 0.056
H 2.335 -4.700 -1.937 0.050 -0.058 0.007
H 3.444 -3.165 -0.318 0.057 -0.049 -0.044
N 1.009 -7.246 -0.961 -0.077 -0.410 -0.315
C 1.362 -6.529 0.138 -0.133 0.379 -0.292
O 1.860 -7.045 1.112 0.166 -0.107 0.380
C 1.074 -5.054 -0.011 0.205 -0.381 0.368
C 0.271 -3.899 -1.688 0.081 0.117 -0.454
C -0.409 -2.626 -1.160 -0.437 0.045 -0.838
N 0.294 -1.776 -0.187 -0.109 0.836 -0.128
C 1.077 -2.863 1.500 0.225 -0.077 0.566
C 1.793 -4.120 0.984 -0.031 -0.368 0.259
H 1.191 -8.236 -0.990 0.031 0.098 0.068
H 0.667 -6.797 -1.791 0.007 -0.009 -0.014
H 0.059 -4.129 -2.731 -0.007 0.053 -0.010
H -0.974 -2.045 -1.887 0.009 0.006 0.036
H 1.244 -2.560 2.530 0.045 -0.039 -0.084
H 2.423 -4.633 1.703 0.027 -0.036 0.005
C 0.619 1.118 -1.740 0.230 -0.283 0.399
Ge 2.166 0.563 -2.772 0.245 0.439 -1.275
C 3.552 1.993 -2.660 -0.426 -0.599 -0.130
C 4.406 2.245 -3.725 -0.125 -0.167 -0.097
C 5.355 3.250 -3.650 0.165 0.060 -0.187
C 5.468 4.009 -2.499 0.061 0.073 0.060
C 4.627 3.757 -1.426 0.048 0.175 0.064
C 3.674 2.759 -1.512 -0.109 -0.031 0.129
C 3.100 -1.146 -3.367 -0.571 0.590 0.395
C 2.821 -1.733 -4.596 -0.227 0.111 -0.110
C 3.544 -2.822 -5.057 -0.015 -0.125 -0.187
C 4.567 -3.354 -4.294 0.051 -0.084 -0.015
C 4.870 -2.770 -3.076 0.145 -0.069 -0.030
C 4.154 -1.673 -2.630 0.116 -0.032 0.231
C 1.144 1.012 -4.510 0.558 -0.128 0.642
C 0.123 0.164 -4.920 -0.038 -0.115 0.123
C -0.675 0.460 -6.009 -0.165 -0.106 -0.082
C -0.485 1.646 -6.699 -0.067 0.015 -0.128
C 0.506 2.518 -6.288 -0.026 0.178 -0.168
C 1.310 2.199 -5.207 0.174 0.057 0.078
H 0.134 1.968 -2.216 -0.211 0.057 0.015
H 4.318 1.644 -4.622 0.070 -0.012 -0.115
H 6.010 3.444 -4.491 0.017 -0.023 -0.017
H 6.212 4.791 -2.434 0.037 0.041 0.002
H 4.719 4.344 -0.523 -0.009 0.024 0.080
H 3.022 2.545 -0.679 -0.038 0.051 0.174
H 2.036 -1.327 -5.217 -0.008 -0.007 -0.069
H 3.315 -3.251 -6.025 -0.052 -0.003 -0.014
H 5.135 -4.204 -4.651 0.012 -0.043 -0.017
H 5.677 -3.161 -2.473 0.073 -0.021 0.056
H 4.405 -1.217 -1.689 0.137 -0.025 0.081
H -0.052 -0.747 -4.358 -0.094 -0.146 -0.028
H -1.448 -0.229 -6.322 -0.085 -0.039 0.003
H -1.111 1.888 -7.546 -0.040 0.023 -0.065
H 0.652 3.453 -6.815 0.014 0.063 -0.023
H 2.078 2.890 -4.889 0.072 0.130 -0.036
```
Positions in Å, forces in eV/Å.

Computed properties:
Total charge: -1
E_LUMO (spin up / spin down) in eV: 2.19 / 0.61
Energy above the lowest of the compared OMol25 structures with the same formula, charge and spin in kJ/mol: 467.8
HOMO (spin up / spin down) in eV: -5.3790 / -6.3528
2S+1: 3

Entry from the OMol25 dataset: a gas-phase ion, C5H7N2O3S (charge -1) in a non-equilibrium geometry (ωB97M-V/def2-TZVPD).

Geometry as XYZ:
```
18
Properties=species:S:1:pos:R:3:forces:R:3
C 0.862 -0.201 -0.261 0.573 1.843 -1.219
C 0.137 -1.372 -0.089 2.387 -0.522 1.919
C 2.162 -0.411 0.302 -4.595 -0.708 -1.218
C 0.468 0.898 -1.256 -1.075 0.601 2.911
C -1.093 -1.943 -0.621 -1.135 -2.133 -2.114
N 0.874 -2.260 0.594 -0.069 0.355 -0.344
N 3.200 0.344 0.348 1.720 3.110 0.777
O 5.681 0.826 1.024 -0.024 0.340 0.302
O 5.080 0.221 -1.267 0.437 -0.158 0.098
O 2.121 -1.623 0.820 0.588 -1.059 0.823
S 5.015 -0.143 0.160 -0.235 -0.290 -0.886
H -0.576 0.587 -1.514 0.956 0.720 -0.672
H 0.410 1.956 -0.782 -0.088 -1.592 -0.524
H 1.204 1.000 -2.018 0.193 -0.192 -1.155
H -2.125 -1.701 -0.279 0.972 0.453 0.099
H -1.075 -1.824 -1.772 -0.204 -0.234 1.684
H -0.939 -3.061 -0.401 -0.548 1.452 -0.515
H 3.069 1.383 0.175 0.147 -1.987 0.033
```
Positions in Å, forces in eV/Å.

Computed properties:
Total charge: -1
E_LUMO in eV: 3.47
Energy above the lowest of the compared OMol25 structures with the same formula, charge and spin in kJ/mol: 199.8
HOMO in eV: -3.9505
2S+1: 1

Entry from the OMol25 dataset: 17 unconnected molecules or ions with the total composition C3H41N2O16 in a non-equilibrium geometry (ωB97M-V/def2-TZVPD).

Geometry as XYZ:
```
62
Properties=species:S:1:pos:R:3:forces:R:3
C 3.943 1.869 -1.317 0.906 -2.798 -2.059
C 4.152 1.193 -0.014 0.198 -0.442 0.948
N 0.966 0.447 1.832 0.792 2.642 -0.377
C 2.149 1.018 1.423 1.510 -0.261 -0.389
N 2.862 0.536 0.403 -0.209 2.050 2.630
H 4.525 2.694 -1.535 1.355 1.833 0.232
H 4.107 1.200 -2.172 0.747 -0.350 0.305
H 2.978 2.028 -1.602 -3.108 1.181 0.156
H 4.985 0.420 -0.033 -1.169 0.883 0.249
H 4.304 1.963 0.748 0.387 -0.398 0.118
H 0.355 0.256 1.053 -0.964 -0.862 -0.755
H 0.554 0.978 2.712 0.357 -0.778 -0.721
H 2.537 1.928 1.994 -0.517 -1.422 -0.590
H 2.535 -0.288 -0.045 -0.473 -1.180 -1.163
H -2.578 2.741 -1.157 0.578 0.512 0.477
H -3.583 2.368 -2.162 0.126 -0.802 0.287
O -2.996 1.956 -1.494 -0.351 0.687 -1.147
H 0.217 -3.685 -2.548 2.005 0.182 -0.112
H -0.738 -4.787 -2.248 -0.010 -0.777 -0.198
O -0.687 -3.858 -2.441 -2.063 0.366 -0.059
H -0.370 3.134 1.532 -0.283 0.626 0.067
H -0.106 3.964 2.863 0.137 -0.603 -0.697
O 0.227 3.251 2.276 0.280 -0.202 0.374
H -1.246 -4.123 1.069 -1.380 -0.840 -1.496
H -1.353 -4.569 -0.374 -0.856 0.422 0.813
O -1.945 -4.262 0.353 1.581 -0.188 0.559
H -2.681 -2.247 -1.658 -0.154 -0.325 -0.268
H -2.447 -2.239 -3.201 -0.524 0.742 1.639
O -2.728 -1.669 -2.427 0.327 -0.722 -1.011
H -0.547 -0.900 -3.940 0.340 -1.245 -0.813
H -1.733 0.073 -4.072 0.047 -0.212 0.142
O -0.904 -0.102 -3.612 0.018 1.889 0.775
H 1.335 -4.407 0.502 -1.213 0.687 -0.597
H 0.653 -3.033 0.537 0.196 0.040 0.000
O 0.554 -3.902 0.137 2.187 -0.891 0.550
H 0.312 2.152 -2.348 -0.975 0.174 0.113
H 0.943 2.960 -3.503 -0.331 0.235 -0.313
O 1.117 2.338 -2.802 1.324 -0.266 0.194
H -4.953 1.535 -0.006 0.297 -1.873 0.368
H -3.768 0.704 -0.239 2.318 0.089 -1.400
O -4.602 0.602 0.124 -3.074 1.503 1.374
H -1.635 0.428 -0.377 -0.443 0.006 0.585
H -0.725 0.545 -1.464 0.285 0.336 0.755
O -0.719 0.708 -0.477 0.084 -0.582 -1.342
H 0.711 -0.524 -2.055 0.298 -0.205 -0.351
H 1.509 -1.736 -2.554 0.130 0.030 0.012
O 1.602 -0.907 -2.076 -0.095 0.169 0.641
H 2.364 4.037 -0.857 -0.122 -0.171 0.060
H 1.767 3.418 0.440 0.069 -0.697 0.467
O 1.785 4.187 -0.102 -0.101 1.056 -0.534
H -1.798 1.103 2.255 0.552 -0.095 0.923
H -2.175 0.318 3.451 0.474 0.042 0.192
O -1.396 0.795 3.106 -1.642 -0.099 -1.136
H -0.474 -2.087 2.143 -1.203 0.324 0.057
H 0.771 -1.808 3.037 0.423 -0.197 1.813
O 0.495 -1.983 2.165 0.885 0.452 -1.587
H -2.599 -2.727 1.801 -0.853 -0.442 0.303
H -1.793 -2.313 0.644 -0.346 -0.144 -0.353
O -2.070 -1.992 1.512 0.956 1.028 0.259
H 0.134 0.799 4.700 0.854 0.769 0.027
H 1.126 0.041 3.925 0.637 -0.201 0.810
O 1.046 0.913 4.332 -1.204 -0.682 0.198
```
Positions in Å, forces in eV/Å.

Computed properties:
Total charge: +2
E_LUMO (spin up / spin down) in eV: -7.59 / -11.87
HOMO (spin up / spin down) in eV: -15.7417 / -15.7417
2S+1: 2

Entry from the OMol25 dataset: a single C5H10S molecule in a non-equilibrium geometry (ωB97M-V/def2-TZVPD).

Geometry as XYZ:
```
16
Properties=species:S:1:pos:R:3:forces:R:3
C -2.041 0.156 0.252 0.813 -0.395 1.411
C -0.767 -0.629 0.510 0.145 0.326 -1.019
S -0.217 -1.839 -0.726 -0.185 -0.307 -0.463
C 0.506 -0.270 -0.189 1.040 -0.563 1.305
C 1.808 -0.452 0.633 -0.757 0.455 -0.580
C 0.477 0.880 -1.148 0.053 0.907 1.253
H -2.016 1.028 0.922 -0.434 -0.309 0.120
H -2.107 0.562 -0.725 -0.089 -0.023 -1.010
H -2.859 -0.531 0.456 -0.381 0.420 0.040
H -0.662 -1.056 1.489 -0.004 0.140 0.482
H 2.686 -0.725 0.086 0.307 -0.224 -0.937
H 2.082 0.435 1.145 0.058 1.364 0.343
H 1.749 -1.157 1.422 -0.623 -1.052 0.567
H 0.368 1.847 -0.608 0.179 -0.508 -0.101
H -0.365 0.801 -1.777 -0.863 -0.112 -0.932
H 1.358 0.951 -1.743 0.740 -0.118 -0.478
```
Positions in Å, forces in eV/Å.

Computed properties:
Total charge: 0
E_LUMO in eV: 0.95
Energy above the lowest of the compared OMol25 structures with the same formula, charge and spin in kJ/mol: 51.5
SMILES string: C[C@H]1SC1(C)C
HOMO in eV: -8.5596
2S+1: 1

- The highest 2S+1 belongs to which entry?
  C31H26AuGeN2O7S2

- Number 4 is which compound?
  C5H10S